{
  "formula": "C2HBr2Cl3S",
  "method": "ωB97M-V with the def2-TZVPD basis set",
  "species": ["C", "C", "S", "Cl", "Cl", "Cl", "Br", "Br", "H"],
  "xyz": [[-0.41065, -0.03020, -0.56070], [-1.33596, -1.10387, -0.24058], [-2.96056, -0.78974, -0.57128], [-1.39839, 1.32801, -1.11019], [-0.76706, -2.29291, 0.74622], [-3.87656, -2.38449, 0.10058], [0.77408, -0.60988, -2.04012], [-5.49149, 0.97123, 0.15211], [0.03941, 0.34378, 0.38590]],
  "forces_ev_per_a": [[-0.006, 0.992, -0.028], [-1.206, 0.081, 0.083], [-0.531, 0.624, -0.381], [0.272, 0.880, -0.429], [0.409, -1.094, 0.743], [-0.257, -0.855, 0.245], [-0.006, 0.243, 0.847], [0.688, -0.355, -0.039], [0.637, -0.517, -1.042]],
  "lumo_ev": [-1.87, -3.11],
  "energy_ev": -190574.9589
}



{
  "formula": "C13H18InN3O3S",
  "method": "ωB97M-V with the def2-TZVPD basis set",
  "species": ["In", "C", "C", "O", "C", "C", "C", "C", "C", "C", "O", "H", "H", "H", "H", "H", "H", "H", "C", "C", "C", "N", "N", "C", "N", "S", "H", "H", "H", "H", "H", "H", "H", "C", "O", "H", "H", "H", "H"],
  "xyz": [[0.36362, 0.05522, -0.06195], [-3.22613, -0.15310, 2.52033], [-2.08102, 0.48687, 1.80808], [-1.58610, -0.15444, 0.83469], [-1.56427, 1.75977, 2.23745], [-2.08742, 2.40721, 3.37624], [-1.48490, 3.52731, 3.88884], [-0.33461, 4.03462, 3.27952], [0.18436, 3.43096, 2.14884], [-0.45888, 2.34189, 1.58085], [-0.08525, 1.93668, 0.34351], [-3.44347, -1.11603, 2.06732], [-4.11058, 0.48218, 2.44369], [-3.00159, -0.29369, 3.57743], [-2.96476, 2.01261, 3.86923], [-1.88506, 3.99701, 4.77612], [0.16064, 4.89882, 3.70188], [1.05569, 3.82465, 1.64182], [4.74390, -1.16487, 3.01021], [3.74826, -2.33277, 2.94264], [2.97428, -2.29330, 1.66602], [2.02674, -1.47255, 1.39725], [1.53492, -1.64684, 0.10826], [2.14255, -2.58925, -0.60720], [1.84865, -2.91021, -1.86211], [3.35792, -3.36255, 0.32889], [5.29085, -1.20641, 3.94942], [4.22258, -0.21031, 2.95355], [5.46719, -1.21633, 2.19581], [3.04655, -2.27492, 3.77420], [4.28441, -3.27921, 3.00835], [1.10083, -2.45029, -2.35151], [2.30930, -3.67770, -2.32387], [-0.69579, 0.07343, -3.28292], [0.11417, 0.62283, -2.19581], [-0.08521, 0.00790, -4.17940], [-1.56387, 0.70288, -3.45597], [-1.02807, -0.91716, -2.98287], [0.17208, 1.58439, -2.29457]],
  "forces_ev_per_a": [[-1.300, 0.445, 0.323], [-0.095, -0.100, -0.232], [-0.116, 0.213, 0.046], [0.368, -0.840, -0.135], [0.010, -0.148, -0.069], [0.084, -0.154, 0.094], [-0.012, 0.107, 0.075], [0.060, -0.244, 0.056], [0.052, 0.261, -0.209], [-0.166, 0.151, -0.130], [1.044, 0.210, 0.030], [0.006, 0.003, 0.000], [0.006, 0.017, 0.061], [0.021, 0.054, 0.007], [0.028, -0.063, -0.006], [-0.021, 0.051, -0.046], [-0.004, 0.016, -0.032], [-0.027, 0.079, 0.036], [-0.012, -0.037, -0.061], [0.144, 0.182, -0.040], [0.016, -0.100, -0.070], [-0.038, 0.031, 0.046], [-0.017, 0.238, -0.392], [0.048, -0.094, 0.185], [0.010, 0.089, 0.124], [0.005, -0.018, 0.058], [-0.006, 0.002, 0.000], [0.009, 0.003, 0.027], [0.005, 0.007, 0.014], [-0.046, -0.072, -0.028], [-0.083, -0.048, 0.059], [-0.020, -0.051, -0.074], [0.009, 0.006, -0.040], [-0.010, -0.118, -0.113], [0.028, -0.197, 0.222], [0.026, 0.041, 0.011], [0.003, 0.027, 0.069], [-0.006, 0.015, 0.055], [-0.002, 0.034, 0.077]],
  "lumo_ev": -7.18,
  "energy_ev": -40379.7580,
  "charge": 2
}



{
  "formula": "C21H24N2O8S",
  "method": "ωB97M-V with the def2-TZVPD basis set",
  "species": ["C", "O", "C", "C", "C", "N", "C", "O", "C", "C", "C", "S", "O", "O", "C", "C", "C", "C", "C", "C", "N", "C", "O", "C", "O", "C", "C", "O", "C", "C", "O", "C", "H", "H", "H", "H", "H", "H", "H", "H", "H", "H", "H", "H", "H", "H", "H", "H", "H", "H", "H", "H", "H", "H", "H", "H"],
  "xyz": [[2.50416, 1.38422, -3.29423], [2.42887, 1.97543, -2.01808], [2.11577, 1.18865, -0.95372], [1.77701, -0.15286, -1.04624], [1.44291, -0.84791, 0.10699], [0.99477, -2.17589, 0.08600], [0.43453, -2.82987, -0.95879], [0.45367, -2.45914, -2.11641], [-0.29726, -4.09872, -0.53785], [-1.76588, -3.80204, -0.25957], [-2.54382, -5.04817, 0.11558], [-1.91689, -2.65513, 1.18913], [-3.23333, -2.80008, 1.74664], [-0.81084, -2.93170, 2.08611], [-1.74231, -0.92641, 0.68897], [-1.76687, -0.01922, 1.73360], [-1.57667, 1.32861, 1.48875], [-1.33621, 1.77320, 0.19373], [-1.33648, 0.84776, -0.85952], [-1.55668, -0.49904, -0.61141], [-1.14040, 1.31593, -2.15326], [-0.79839, 2.59911, -2.44860], [-0.65803, 2.97997, -3.58603], [-0.56244, 3.49454, -1.24532], [-1.16769, 3.09488, -0.02364], [1.48439, -0.22115, 1.34465], [1.80189, 1.12679, 1.44824], [1.78390, 1.80800, 2.63276], [1.50177, 1.09707, 3.81462], [2.12413, 1.84691, 0.29006], [2.38702, 3.19213, 0.23375], [3.11234, 3.79542, 1.28443], [2.79825, 2.18752, -3.96704], [1.53704, 0.98807, -3.61573], [3.25264, 0.58668, -3.32294], [1.74815, -0.65872, -1.99382], [0.76192, -2.54089, 1.00771], [0.15293, -4.52806, 0.35749], [-0.23268, -4.81888, -1.35673], [-2.23873, -3.28762, -1.09528], [-2.57207, -5.75039, -0.71517], [-3.55936, -4.77706, 0.39190], [-2.07707, -5.52962, 0.97215], [-1.93622, -0.38900, 2.73210], [-1.59949, 2.05399, 2.28539], [-1.55779, -1.18293, -1.44442], [-1.21394, 0.65763, -2.91884], [-0.94744, 4.49369, -1.46619], [0.52738, 3.57068, -1.10783], [1.21307, -0.79143, 2.21733], [0.49921, 0.66011, 3.79253], [2.23961, 0.30972, 3.99643], [1.55796, 1.83396, 4.61462], [3.46884, 4.74299, 0.88102], [3.96659, 3.18276, 1.58232], [2.48082, 3.98091, 2.15563]],
  "forces_ev_per_a": [[0.015, -0.118, -0.267], [-0.081, 0.027, 0.439], [0.061, 0.184, 0.342], [0.111, -0.042, -0.248], [0.220, 0.464, -0.098], [0.257, -0.050, 0.323], [0.162, -0.529, 0.161], [-0.089, 0.092, -0.299], [0.105, 0.209, -0.162], [0.051, 0.519, 0.384], [-0.220, 0.094, 0.188], [-0.291, 0.500, 0.034], [-0.279, -0.055, -0.144], [0.199, -0.210, 0.081], [-0.123, -0.638, -0.195], [-0.053, -0.067, 0.165], [-0.007, -0.041, -0.280], [-0.022, -0.535, 0.040], [-0.088, 0.151, 0.474], [-0.087, 0.153, 0.023], [-0.082, -0.332, -0.204], [-0.170, -0.036, 0.182], [0.168, 0.227, -0.139], [0.451, 0.420, -0.254], [-0.238, -0.103, 0.096], [0.050, -0.079, 0.057], [0.104, 0.036, -0.179], [-0.015, 0.098, -0.525], [-0.035, -0.099, 0.205], [0.077, 0.205, -0.157], [-0.330, -0.396, -0.018], [0.162, 0.317, 0.257], [-0.029, -0.090, -0.001], [0.007, -0.001, 0.017], [-0.029, 0.017, 0.018], [-0.004, 0.017, -0.079], [0.073, -0.015, -0.301], [-0.019, -0.073, -0.029], [-0.010, 0.095, 0.065], [-0.010, 0.038, -0.090], [0.093, 0.036, -0.080], [-0.062, -0.126, -0.019], [0.012, -0.125, 0.057], [-0.004, 0.081, 0.212], [0.015, 0.091, 0.123], [0.071, -0.093, -0.130], [0.032, 0.204, 0.003], [0.053, -0.229, -0.065], [-0.210, -0.019, -0.051], [-0.069, -0.025, 0.163], [0.032, -0.010, 0.001], [-0.036, 0.010, -0.021], [-0.026, -0.097, -0.011], [0.035, -0.047, 0.049], [-0.016, -0.007, -0.014], [0.119, 0.005, -0.100]],
  "lumo_ev": 0.58,
  "energy_ev": -52361.3955,
  "smiles": "COc1cc(NC(=O)C[C@@H](C)S(=O)(=O)c2ccc3c(c2)NC(=O)CO3)cc(OC)c1OC"
}



ΔE to the lowest compared entry with this formula, charge and spin across the listed records, respectively: 187.5; 16.6; 188.7 kJ/mol.